Record 1
# C10H11NO

The molecule C10H11NO (wB97M-V/def2-TZVPD, the Open Molecules 2025 dataset).

Positions of all 23 atoms, in Å:
O -1.02668 2.16895 -0.39121
C -1.35432 1.03452 -0.41627
C -2.95582 0.77353 -0.11284
C -2.76603 -0.69127 0.30529
C -1.46074 -1.30552 -0.03071
N -0.62079 -0.03686 -0.29242
C 0.71232 0.05629 -0.19623
C 1.38087 1.27160 0.16550
C 2.78832 1.34492 0.24765
C 3.49711 0.27437 -0.14316
C 2.97430 -0.95551 -0.30521
C 1.51297 -1.03888 -0.13482
H -3.49451 1.41356 0.76241
H -3.72241 0.99417 -0.96700
H -3.64903 -1.37946 -0.10178
H -2.61831 -0.92288 1.49393
H -1.14905 -2.12996 0.78722
H -1.47620 -2.06772 -0.97203
H 0.83484 2.26591 0.37868
H 3.13090 2.27727 0.71959
H 4.66757 0.44811 0.17853
H 3.76387 -1.77560 -0.49122
H 1.03081 -2.01955 -0.48389

## Properties
SMILES = O=C1CCCN1c1ccccc1
HOMO-LUMO gap = 9.32 eV
net charge = 0

Atom charges from the Löwdin analysis, given in e for atoms 1 to 6: number 1, O, carries 0.075; number 2, C, carries -0.462; number 3, C, carries -0.067; number 4, C, carries -0.264; number 5, C, carries -0.169; number 6, N, carries 0.022

Record 2
# C10H11NO3

A structure of composition C10H11NO3 (wB97M-V/def2-TZVPD, the Open Molecules 2025 dataset).

Positions of all 25 atoms, in Å:
C -2.61210 1.20812 -0.04616
C -0.67606 -1.85552 0.23921
C -0.17450 1.06404 -0.53031
C -3.45497 0.29208 0.31715
C -1.32330 0.58160 -0.10598
C -1.56112 -0.79863 0.28434
C 0.71328 -1.63896 -0.12123
C 1.21400 -0.22270 -0.05203
C 2.34735 -0.32266 -2.08543
C 1.82922 1.29140 1.75651
N -2.89888 -0.92962 0.53847
O 1.54486 -2.49931 -0.36096
O 2.39143 0.06414 -0.68274
O 1.31371 0.01229 1.35517
H -2.77258 2.31880 0.01348
H -1.01192 -2.83152 0.43654
H 0.12375 1.89003 -1.07729
H -4.49227 0.39446 0.69112
H 3.23201 0.20898 -2.51138
H 1.49659 0.14294 -2.64313
H 2.33762 -1.37909 -2.01412
H 2.87878 1.36533 1.48852
H 1.71244 1.18625 2.76743
H 1.30974 2.10994 1.43070
H -3.46708 -1.65240 0.91213

## Properties
HOMO-LUMO gap (spin up / spin down) = 7.39 / 7.39 eV
net charge = 0

Atom charges from the Löwdin analysis, given in e for atoms 1 to 6: number 1, C, carries -0.059; number 2, C, carries 0.072; number 3, C, carries 0.184; number 4, C, carries -0.144; number 5, C, carries -0.232; number 6, C, carries -0.170

Let's list relative energy (zero: lowest compared OMol25 entry of this formula, charge and spin) in order: 429.5 511.8 kJ/mol.